The following is a DFT calculation (ωB97M-V with the def2-TZVPD basis set) of a cluster of 2 separate species, C25H30NO in total.

relative energy (zero: lowest compared OMol25 entry of this formula, charge and spin)	0.00	kcal per mole
DFT total energy	-1100.35025	Eh

Geometry as ORCA input:
```
! RIJCOSX wB97M-V def2-TZVPD def2/J DEFGRID3
* xyz 1 1
C -2.45 -2.91 2.83
C -1.05 -3.24 2.37
N -0.46 -2.21 1.64
C 0.92 -2.31 1.31
C 1.30 -3.16 0.19
C 2.58 -3.20 -0.26
C 3.03 -3.96 -1.47
C 1.87 -4.36 -2.39
C 0.69 -4.91 -1.59
C 0.20 -3.92 -0.52
C 1.79 -1.55 2.03
O -0.51 -4.32 2.58
H -2.81 -1.96 2.43
H -3.12 -3.72 2.52
H -2.46 -2.89 3.93
H -0.72 -1.30 2.02
H 3.36 -2.67 0.28
H 3.76 -3.36 -2.02
H 3.57 -4.87 -1.16
H 1.54 -3.49 -2.97
H 2.21 -5.12 -3.12
H -0.14 -5.17 -2.24
H 1.00 -5.84 -1.09
H -0.39 -4.48 0.22
H -0.49 -3.20 -0.99
H 2.85 -1.61 1.81
H 1.41 -0.98 2.88
C 2.71 6.71 1.79
C 1.79 5.57 1.51
C 1.65 4.53 2.44
C 0.83 3.45 2.18
C 0.09 3.35 0.96
C -0.66 2.17 0.74
C -1.33 1.75 -0.43
C -2.30 0.70 -0.31
C -3.04 0.27 -1.39
C -2.90 0.88 -2.64
C -3.77 0.45 -3.78
C -1.94 1.89 -2.80
C -1.12 2.27 -1.74
C 0.15 4.48 0.08
C 1.03 5.52 0.33
H 2.83 7.35 0.91
H 2.34 7.33 2.61
H 3.70 6.34 2.10
H 2.20 4.59 3.38
H 0.74 2.64 2.90
H -0.76 1.52 1.61
H -2.46 0.26 0.68
H -3.76 -0.55 -1.28
H -3.67 1.14 -4.63
H -3.50 -0.55 -4.13
H -4.82 0.41 -3.48
H -1.84 2.38 -3.77
H -0.30 2.96 -1.92
H -0.51 4.53 -0.78
H 1.15 6.33 -0.40
*
```

The following is a DFT calculation (ωB97M-V with the def2-TZVPD basis set) of a structure of composition C25H31AsCl2F6N4O8S4Sm.

relative energy (zero: lowest compared OMol25 entry of this formula, charge and spin)	23.29	kcal per mole
expectation value of S²	8.77
DFT total energy	-7798.43354	Eh

Geometry as ORCA input:
```
! RIJCOSX wB97M-V def2-TZVPD def2/J DEFGRID3
* xyz -1 6
Sm 0.71 0.54 -0.54
O 2.54 4.46 1.35
C 1.76 3.46 0.92
O 2.18 2.61 0.15
C 0.44 3.42 1.54
C 0.01 4.25 2.59
C -1.29 4.14 3.02
C -2.10 3.16 2.52
C -1.54 2.34 1.53
N -0.36 2.50 1.04
C -2.27 1.13 1.00
O -3.42 0.95 1.33
O -1.51 0.35 0.34
H 3.42 4.42 0.94
H 0.73 4.91 3.03
H -1.71 4.62 3.89
H -3.11 2.94 2.92
Cl -0.10 -0.65 -3.12
C -1.00 0.48 -4.10
C -1.67 -0.06 -5.23
C -2.34 0.80 -6.05
C -2.34 2.16 -5.75
C -1.83 2.60 -4.57
Cl -2.02 4.24 -4.14
C -1.04 1.80 -3.70
S -0.15 2.48 -2.37
H -1.79 -1.17 -5.45
H -3.00 0.44 -6.83
H -3.00 2.78 -6.41
F 5.57 1.91 0.79
C 5.04 1.06 1.67
F 6.07 0.48 2.35
F 4.33 1.84 2.49
S 4.03 -0.23 0.87
O 2.72 0.35 0.82
O 4.31 -1.30 1.72
N 4.70 -0.50 -0.49
S 4.29 -0.45 -1.97
O 4.67 -1.61 -2.67
O 2.93 -0.02 -2.14
C 5.26 1.00 -2.52
F 4.62 2.10 -2.02
F 6.49 0.97 -1.97
F 5.29 1.21 -3.81
C -0.32 -2.06 3.48
As 0.18 -0.11 3.39
C 1.16 0.28 5.12
C -1.62 0.48 4.30
H -0.73 -2.31 4.47
H 0.59 -2.59 3.25
H -1.02 -2.19 2.70
H 0.66 -0.08 6.07
H 1.25 1.33 5.28
H 2.24 -0.08 5.01
H -1.90 -0.34 4.96
H -2.44 0.53 3.61
H -1.58 1.38 4.95
S -5.59 -0.38 -3.13
C -5.23 -1.29 -1.76
N -6.03 -2.17 -1.08
C -5.25 -3.00 -0.22
C -4.08 -2.02 0.13
N -4.02 -1.31 -1.14
H -6.82 -2.56 -1.61
H -4.86 -3.90 -0.78
H -5.79 -3.42 0.59
H -3.15 -2.49 0.44
H -4.31 -1.33 0.92
H -3.44 -0.45 -1.21
C 0.36 -3.85 -1.68
C 1.41 -2.88 -1.04
C 2.63 -3.63 -0.57
C 0.85 -1.92 0.04
H 0.85 -4.32 -2.56
H -0.55 -3.42 -2.08
H 0.08 -4.71 -0.96
H 1.78 -2.34 -1.90
H 2.50 -4.22 0.39
H 3.50 -2.98 -0.43
H 3.01 -4.31 -1.29
H 1.34 -2.13 1.06
H -0.17 -2.10 0.32
*
```

The following is a DFT calculation (ωB97M-V with the def2-TZVPD basis set) of a structure of composition C25H31BCl5N8OSTm.

relative energy (zero: lowest compared OMol25 entry of this formula, charge and spin)	50.51	kcal per mole
expectation value of S²	2.00
DFT total energy	-5293.89758	Eh

Geometry as ORCA input:
```
! RIJCOSX wB97M-V def2-TZVPD def2/J DEFGRID3
* xyz 0 3
Tm -0.29 0.57 0.05
C -1.83 -1.95 -2.61
C -1.02 -2.49 -1.50
C -0.70 -3.87 -1.39
C -0.03 -4.03 -0.19
C 0.55 -5.27 0.40
N 0.12 -2.83 0.42
N -0.46 -1.85 -0.43
B 0.55 -2.37 1.90
N 1.88 -1.62 1.83
N 1.90 -0.50 0.96
C 3.19 -0.08 0.84
C 3.74 1.13 0.14
C 4.02 -1.01 1.54
C 3.12 -1.88 2.24
C 3.51 -2.91 3.24
N -0.60 -1.42 2.49
N -0.65 -0.02 2.31
C -1.64 0.50 3.05
C -1.87 1.97 3.22
C -2.33 -0.61 3.67
C -1.59 -1.76 3.32
C -1.81 -3.15 3.77
H -2.36 -2.83 -3.06
H -1.20 -1.47 -3.35
H -2.61 -1.28 -2.18
H -0.98 -4.63 -2.15
H 0.43 -6.11 -0.36
H -0.02 -5.44 1.36
H 1.62 -5.16 0.73
H 0.69 -3.33 2.63
H 3.10 1.49 -0.68
H 4.70 0.84 -0.26
H 3.88 2.00 0.79
H 5.10 -0.89 1.79
H 4.62 -2.96 3.39
H 3.11 -3.89 2.94
H 3.12 -2.65 4.26
H -2.50 2.19 4.06
H -2.36 2.39 2.33
H -0.89 2.50 3.34
H -3.32 -0.64 4.12
H -2.89 -3.31 4.04
H -1.06 -3.50 4.54
H -1.59 -3.81 2.91
Cl 0.73 3.03 0.81
C -0.80 3.31 -0.15
C -1.09 2.51 -1.23
C -2.11 2.77 -2.17
Cl -2.52 1.71 -3.42
C -2.73 4.03 -2.05
Cl -3.92 4.45 -3.19
C -2.49 4.82 -0.91
Cl -3.42 6.21 -0.72
C -1.57 4.44 0.08
Cl -1.28 5.51 1.39
S 1.29 0.18 -2.33
C 1.65 1.54 -3.28
N 0.90 2.65 -3.45
C 1.53 3.62 -4.37
C 2.75 2.88 -4.87
N 2.70 1.60 -4.14
H 0.26 3.00 -2.78
H 1.72 4.60 -3.92
H 0.82 3.77 -5.17
H 3.68 3.42 -4.66
H 2.74 2.72 -5.96
H 3.34 0.82 -4.43
C -3.75 0.48 0.10
O -2.36 0.40 0.02
H -4.12 1.43 -0.27
H -4.06 0.37 1.16
H -4.22 -0.30 -0.58
*
```

What did the third record say?
The following is a DFT calculation (ωB97M-V with the def2-TZVPD basis set) of a structure of composition C25H31BCl5N8OSTm.

relative energy (zero: lowest compared OMol25 entry of this formula, charge and spin)	50.51	kcal per mole
expectation value of S²	2.00
DFT total energy	-5293.89758	Eh

Geometry as ORCA input:
```
! RIJCOSX wB97M-V def2-TZVPD def2/J DEFGRID3
* xyz 0 3
Tm -0.29 0.57 0.05
C -1.83 -1.95 -2.61
C -1.02 -2.49 -1.50
C -0.70 -3.87 -1.39
C -0.03 -4.03 -0.19
C 0.55 -5.27 0.40
N 0.12 -2.83 0.42
N -0.46 -1.85 -0.43
B 0.55 -2.37 1.90
N 1.88 -1.62 1.83
N 1.90 -0.50 0.96
C 3.19 -0.08 0.84
C 3.74 1.13 0.14
C 4.02 -1.01 1.54
C 3.12 -1.88 2.24
C 3.51 -2.91 3.24
N -0.60 -1.42 2.49
N -0.65 -0.02 2.31
C -1.64 0.50 3.05
C -1.87 1.97 3.22
C -2.33 -0.61 3.67
C -1.59 -1.76 3.32
C -1.81 -3.15 3.77
H -2.36 -2.83 -3.06
H -1.20 -1.47 -3.35
H -2.61 -1.28 -2.18
H -0.98 -4.63 -2.15
H 0.43 -6.11 -0.36
H -0.02 -5.44 1.36
H 1.62 -5.16 0.73
H 0.69 -3.33 2.63
H 3.10 1.49 -0.68
H 4.70 0.84 -0.26
H 3.88 2.00 0.79
H 5.10 -0.89 1.79
H 4.62 -2.96 3.39
H 3.11 -3.89 2.94
H 3.12 -2.65 4.26
H -2.50 2.19 4.06
H -2.36 2.39 2.33
H -0.89 2.50 3.34
H -3.32 -0.64 4.12
H -2.89 -3.31 4.04
H -1.06 -3.50 4.54
H -1.59 -3.81 2.91
Cl 0.73 3.03 0.81
C -0.80 3.31 -0.15
C -1.09 2.51 -1.23
C -2.11 2.77 -2.17
Cl -2.52 1.71 -3.42
C -2.73 4.03 -2.05
Cl -3.92 4.45 -3.19
C -2.49 4.82 -0.91
Cl -3.42 6.21 -0.72
C -1.57 4.44 0.08
Cl -1.28 5.51 1.39
S 1.29 0.18 -2.33
C 1.65 1.54 -3.28
N 0.90 2.65 -3.45
C 1.53 3.62 -4.37
C 2.75 2.88 -4.87
N 2.70 1.60 -4.14
H 0.26 3.00 -2.78
H 1.72 4.60 -3.92
H 0.82 3.77 -5.17
H 3.68 3.42 -4.66
H 2.74 2.72 -5.96
H 3.34 0.82 -4.43
C -3.75 0.48 0.10
O -2.36 0.40 0.02
H -4.12 1.43 -0.27
H -4.06 0.37 1.16
H -4.22 -0.30 -0.58
*
```